{"formula": "C12H23N3O3S", "method": "wB97M-V/def2-TZVPD", "elements": ["C", "N", "C", "O", "C", "C", "S", "N", "C", "O", "C", "C", "C", "C", "C", "N", "C", "C", "O", "H", "H", "H", "H", "H", "H", "H", "H", "H", "H", "H", "H", "H", "H", "H", "H", "H", "H", "H", "H", "H", "H", "H"], "xyz": [[-2.68292, 0.43661, 3.88811], [-1.96134, -0.17339, 2.73485], [-1.34832, -1.37008, 2.72280], [-1.37059, -2.11480, 3.70502], [-0.54090, -1.85470, 1.45229], [0.54138, -2.86628, 1.82112], [1.60047, -3.38011, 0.43843], [0.13184, -0.80300, 0.71934], [-0.39734, 0.02175, -0.18738], [-1.61376, 0.11588, -0.33653], [0.60526, 0.94403, -0.99822], [0.20654, 1.04606, -2.51085], [0.48680, -0.18807, -3.42698], [-0.29304, -1.43099, -3.08956], [1.97249, -0.51359, -3.57196], [0.56882, 2.28884, -0.43228], [1.08250, 2.51907, 0.75401], [0.77007, 3.87783, 1.36784], [1.72867, 1.69307, 1.42920], [-2.65056, -0.22627, 4.77204], [-3.72031, 0.61385, 3.62770], [-2.20725, 1.35639, 4.16581], [-1.97548, 0.38369, 1.90572], [-1.22486, -2.32134, 0.75704], [0.11917, -3.74921, 2.28699], [1.12714, -2.37945, 2.59253], [0.56409, -3.85857, -0.27320], [1.13445, -0.70478, 0.81818], [1.61948, 0.55492, -0.90223], [-0.84054, 1.35258, -2.53265], [0.80281, 1.82534, -2.95994], [0.16737, 0.08905, -4.43837], [0.00174, -1.83751, -2.13153], [-1.33852, -1.14976, -3.07835], [-0.16911, -2.18213, -3.85584], [2.13968, -1.47151, -4.03660], [2.49415, -0.45400, -2.66543], [2.36627, 0.23663, -4.25040], [0.00413, 3.00651, -0.90234], [-0.28749, 4.14613, 1.22510], [1.41038, 4.63795, 0.96403], [0.97663, 3.88338, 2.43252]], "gap_ev": 9.9, "smiles": "CNC(=O)[C@H](CS)NC(=O)[C@@H](CC(C)C)NC(C)=O", "spin_multiplicity": 1, "relative_energy_kcal_mol": 5.86}



{"formula": "C20H41N2O14V", "method": "wB97M-V/def2-TZVPD", "elements": ["O", "V", "O", "C", "C", "O", "O", "H", "H", "H", "C", "C", "O", "O", "H", "H", "H", "C", "C", "O", "O", "H", "H", "H", "C", "C", "O", "O", "H", "H", "H", "H", "H", "H", "C", "C", "O", "O", "H", "H", "H", "H", "H", "H", "C", "C", "O", "O", "H", "H", "H", "H", "H", "H", "C", "C", "C", "C", "N", "H", "H", "H", "H", "H", "H", "H", "C", "C", "C", "C", "N", "H", "H", "H", "H", "H", "H", "H"], "xyz": [[9.59890, 12.22455, 11.96376], [10.19218, 12.14970, 10.48594], [9.40596, 11.00895, 9.66324], [9.96364, 15.93929, 12.14228], [11.10784, 15.43202, 11.28452], [11.83938, 16.16806, 10.61908], [11.35094, 14.19955, 11.32838], [9.10186, 16.07892, 11.48964], [10.15296, 16.93906, 12.53304], [9.78605, 15.32188, 13.02282], [13.69674, 9.54118, 10.12933], [13.06796, 10.78893, 10.67732], [11.92474, 10.80191, 11.20600], [13.80036, 11.78925, 10.76846], [13.50618, 8.61415, 10.67008], [14.78666, 9.55346, 10.12510], [13.43174, 9.36683, 9.08652], [11.21256, 11.52079, 6.74722], [11.87426, 12.63143, 7.56576], [11.35004, 13.05000, 8.62672], [12.99744, 12.94779, 7.31216], [11.29950, 10.52731, 7.18716], [11.59670, 11.51922, 5.72716], [10.14762, 11.70540, 6.60604], [8.66720, 15.33768, 8.07523], [7.86216, 14.21250, 8.79353], [8.56400, 13.81151, 9.96207], [8.71562, 16.44724, 8.83243], [8.27157, 15.59564, 7.09288], [9.70020, 15.09416, 7.82684], [7.79570, 13.37192, 8.10280], [6.82466, 14.46545, 9.01198], [8.82462, 14.66827, 10.30796], [9.50086, 16.93959, 8.58227], [11.44700, 13.13368, 14.92740], [12.06084, 13.00352, 16.37438], [12.79996, 11.78886, 16.45086], [12.29462, 13.61056, 13.94752], [10.58818, 13.80485, 14.91910], [11.01950, 12.19716, 14.56926], [11.33194, 13.07673, 17.18150], [12.81552, 13.78868, 16.41988], [13.37608, 11.74172, 15.68440], [11.77880, 13.87497, 13.18226], [10.45616, 9.55766, 14.08766], [10.37472, 8.87939, 15.46652], [10.54608, 9.96988, 16.43526], [11.79070, 9.97522, 13.88804], [9.81868, 10.41729, 13.88096], [10.26346, 8.77756, 13.35116], [11.16102, 8.13440, 15.58832], [9.39167, 8.43840, 15.63156], [11.41018, 10.38208, 16.36422], [11.85912, 10.36699, 13.01430], [11.39056, 7.22814, 7.42078], [10.16363, 7.80012, 8.14952], [9.49560, 6.85988, 9.23017], [10.47859, 6.20837, 10.10085], [11.24702, 5.64653, 10.77954], [11.26734, 6.28403, 6.89014], [12.22970, 7.10449, 8.10536], [11.72538, 7.89081, 6.62274], [9.39278, 7.98781, 7.40210], [10.35897, 8.75988, 8.62786], [9.02778, 6.07041, 8.64197], [8.69157, 7.29975, 9.82021], [5.75878, 8.20099, 8.65167], [6.01036, 8.75737, 7.25308], [6.55420, 10.23530, 7.28508], [5.87732, 11.23559, 8.12546], [5.28106, 12.00770, 8.76558], [5.69538, 7.11301, 8.63228], [4.92888, 8.61206, 9.22648], [6.59158, 8.34657, 9.33968], [5.03708, 8.82614, 6.76720], [6.68788, 8.04680, 6.77964], [6.63030, 10.53604, 6.24016], [7.58074, 10.11099, 7.62986]], "charge": -2, "gap_ev": 6.4, "spin_multiplicity": 1}



{"formula": "C3H8O4", "method": "wB97M-V/def2-TZVPD", "elements": ["O", "C", "O", "C", "C", "O", "H", "H", "H", "H", "H", "H", "H", "H", "O"], "xyz": [[2.14884, 0.31634, 0.84638], [1.16507, 0.16672, 0.17427], [0.16763, 0.99877, 0.08587], [1.04543, -1.09836, -0.61993], [0.30426, -0.87680, -1.98924], [-1.05580, -0.92669, -1.74480], [0.24603, 1.75624, 0.69829], [0.53815, -1.85163, -0.01281], [2.04544, -1.48862, -0.82554], [0.54232, -1.67979, -2.67416], [0.61255, 0.04756, -2.48103], [-1.34108, -0.12376, -1.26562], [-1.90889, 2.15698, 3.74649], [-2.70438, 1.23986, 2.86613], [-1.80557, 1.36318, 3.19570]], "charge": 1, "gap_ev": [10.9, 4.8], "s_squared": 0.7588, "spin_multiplicity": 2, "relative_energy_kcal_mol": 11.35}



{"formula": "C4H7NS", "method": "wB97M-V/def2-TZVPD", "elements": ["C", "C", "C", "C", "H", "H", "H", "H", "H", "H", "H", "N", "S"], "xyz": [[2.89766, 0.95711, -0.89833], [0.51800, 0.30410, -0.41523], [0.25285, -1.02859, -0.19260], [-1.07477, -1.27281, 0.31004], [3.55494, 1.82812, -1.37708], [3.54349, 0.74942, 0.14305], [3.00385, -0.15556, -1.37674], [0.65891, 2.13990, -1.32225], [-0.51926, 0.93651, -0.78775], [1.17037, -1.64963, -0.09116], [-1.39751, -2.43946, 0.32879], [1.49820, 1.29097, -0.63058], [-2.25404, -0.26281, 1.00462]], "gap_ev": 7.8, "spin_multiplicity": 1, "relative_energy_kcal_mol": 127.84}